No. 1
ORCA calculation (ωB97M-V with the def2-TZVPD basis set) on a cluster of 2 separate species, FHN2O2S in total at a distorted geometry.

The energy above the lowest of the compared OMol25 structures with the same formula, charge and spin is 4.778 eV. The spin multiplicity is 1. For the HOMO-LUMO gap (alpha / beta), the calculation gives 0.3715 / 0.2303 Eh. The max |F| is 2.419 eV Å⁻¹.

```
7
FHN2O2S, DFT ωB97M-V with the def2-TZVPD basis set
N -2.81 0.13 0.01
N -0.13 1.68 -0.35
O -3.93 0.06 -0.40
O -2.22 -0.39 0.92
F -0.26 2.94 0.17
S -0.03 0.58 0.80
H 0.19 -0.42 -0.08
```



No. 2
ORCA calculation (ωB97M-V with the def2-TZVPD basis set) on a structure of composition FHN2O3 at a distorted geometry.

The energy above the lowest of the compared OMol25 structures with the same formula, charge and spin is 2.178 eV. The spin multiplicity is 1. For the HOMO-LUMO gap, the calculation gives 0.3296 Eh. The max |F| is 5.454 eV Å⁻¹.

```
7
FHN2O3, DFT ωB97M-V with the def2-TZVPD basis set
N -0.81 -0.56 0.78
N 0.07 0.13 -0.38
O 1.21 -0.49 -0.18
O -0.51 0.17 -1.41
O -1.92 -0.72 0.38
F 0.48 1.66 0.05
H 1.47 -0.20 0.77
```



No. 3
ORCA calculation (ωB97M-V with the def2-TZVPD basis set) on a cluster of 2 separate species, FHNO in total at a distorted geometry.

The energy above the lowest of the compared OMol25 structures with the same formula, charge and spin is 3.098 eV. The spin multiplicity is 1. For the HOMO-LUMO gap (alpha / beta), the calculation gives 0.3022 / 0.3009 Eh. Its total charge is -1. The max |F| is 1.136 eV Å⁻¹.

```
4
FHNO, DFT ωB97M-V with the def2-TZVPD basis set
N -1.95 0.12 0.75
O 0.04 0.73 -0.09
F -2.56 -0.14 -0.47
H -0.56 0.11 -0.51
```



No. 4
ORCA calculation (ωB97M-V with the def2-TZVPD basis set) on the molecule FHOS at a distorted geometry.

The energy above the lowest of the compared OMol25 structures with the same formula, charge and spin is 0.000 eV. The spin multiplicity is 1. For the HOMO-LUMO gap, the calculation gives 0.3984 Eh. The max |F| is 2.273 eV Å⁻¹.

```
4
FHOS, DFT ωB97M-V with the def2-TZVPD basis set
O -1.72 1.18 0.43
F -1.46 -1.41 0.19
S -1.14 0.14 -0.46
H 0.20 0.11 -0.23
```



No. 5
ORCA calculation (ωB97M-V with the def2-TZVPD basis set) on a cluster of 2 separate species, FHOS in total at a distorted geometry.

The energy above the lowest of the compared OMol25 structures with the same formula, charge and spin is 0.703 eV. The spin multiplicity is 1. For the HOMO-LUMO gap (alpha / beta), the calculation gives 0.2862 / 0.2863 Eh. Its structure (SMILES) is O=S.F. The max |F| is 3.069 eV Å⁻¹.

```
4
FHOS, DFT ωB97M-V with the def2-TZVPD basis set
O 1.29 0.22 0.09
F -1.98 -0.37 0.19
S 2.68 -0.22 0.18
H -1.99 0.37 -0.47
```



No. 6
ORCA calculation (ωB97M-V with the def2-TZVPD basis set) on a cluster of 2 separate species, FIO3S in total at a distorted geometry.

The energy above the lowest of the compared OMol25 structures with the same formula, charge and spin is 2.249 eV. The spin multiplicity is 1. For the HOMO-LUMO gap (alpha / beta), the calculation gives 0.1770 / 0.1771 Eh. The max |F| is 2.320 eV Å⁻¹.

```
6
FIO3S, DFT ωB97M-V with the def2-TZVPD basis set
O 0.51 0.28 1.07
O -1.11 -1.17 -0.05
O -0.89 1.14 -0.83
F 0.89 -0.41 -1.20
S -0.29 -0.01 -0.17
I 1.90 -1.08 3.15
```



Molecular weight for the records above, in order: 112.08 96.02 50.01 68.07 68.07 225.97 g mol⁻¹